31
Properties=species:S:1:pos:R:3 method="wB97M-V/def2-TZVPD" total_energy_ha=-3074.7554 lumo_energy_ev=-1.57 e_homo_ha=-0.142 e_above_lowest_kj_mol=0.00
Br 2.4539 1.5317 -1.4590
O 6.3595 0.6165 0.8587
N -2.5450 -1.7806 -1.0258
N -2.2642 0.5515 0.7725
C -3.2755 -1.7411 0.2572
C -1.7954 -0.5605 -1.3033
C -3.4628 -0.3587 0.8756
C 1.2366 0.3554 -0.5581
C -0.0939 1.0450 -0.3097
C 1.8824 -0.1278 0.7598
C 5.5818 1.0871 -0.1063
C -1.1391 -0.0070 -0.0407
H -0.3475 1.6319 -1.1909
H -2.5571 1.3920 0.2678
H 6.0914 1.6481 -0.9484
H -3.6629 -0.5080 1.9279
H -2.8486 -2.4238 0.9817
H -1.8500 -2.5141 -0.9399
H 2.8699 0.2967 0.8807
H 4.9709 0.3170 -0.6762
H 1.0518 -0.5172 -1.1701
H 1.2755 0.1977 1.6012
H 4.7800 1.8267 0.2139
H -0.9987 -0.7731 -1.9999
H -1.9391 0.8866 1.6811
H -4.2836 -2.1038 0.0819
H -2.4443 0.2069 -1.7238
H 0.0060 1.7301 0.5281
H -0.6786 -0.8408 0.4796
H 1.9585 -1.2087 0.8013
H -4.3323 0.1441 0.4831